CH2I2S | ωB97M-V/def2-TZVPD

Each line ends with the Mulliken charge.
Cartesian coordinates (Å):
C  1.36447  -0.00656  0.18458  -0.44
S  0.34551  -1.48764  0.09039  -0.13
I  -3.77456  0.93826  -0.32614  0.01
I  0.63503  1.85555  -0.26941  0.09
H  2.42525  -0.20551  -0.06566  0.34
H  -0.99570  -1.09410  0.38624  0.12

The calculation puts the frontier orbital gap (alpha / beta) at 0.3373 / 0.1639 Ha. Its spin multiplicity is 1. As for the highest occupied orbital energy (alpha / beta): -9.653 / -7.861 eV. The energy relative to the best compared isomer or geometry (same formula, charge and spin) comes out at 219.0 kJ/mol. The calculation puts the molar mass at 299.90 g mol⁻¹. For the total energy, the calculation gives -1032.773366 Ha. As for the LUMO energy (alpha / beta): -0.0175 / -0.1249 Eh.

***

CH2I3P | ωB97M-V/def2-TZVPD

Each line ends with the Mulliken charge.
Cartesian coordinates (Å):
C  0.63929  0.01070  -0.10136  -0.75
P  -1.07125  0.43495  0.70020  -0.02
I  1.64572  1.87453  0.11892  0.19
I  1.78768  -1.41738  1.11192  0.16
I  0.48378  -0.80942  -1.99549  0.24
H  -1.62911  -0.94347  0.87226  0.09
H  -1.85612  0.85009  -0.70645  0.08

The calculation puts the frontier orbital gap at 0.3032 Ha. Its spin multiplicity is 1. As for the highest occupied orbital energy: -9.192 eV. The energy relative to the best compared isomer or geometry (same formula, charge and spin) comes out at 76.4 kJ/mol. The calculation puts the molar mass at 425.71 g mol⁻¹. For the total energy, the calculation gives -1273.665264 Ha. As for the LUMO energy: -0.0346 Eh.

***

CH2IN | ωB97M-V/def2-TZVPD

Each line ends with the Mulliken charge.
Cartesian coordinates (Å):
C  1.21724  -0.12639  0.00527  -0.09
N  0.67520  -1.22866  -0.00433  -0.49
I  3.35060  0.01660  0.00392  0.03
H  0.79450  0.87037  0.01364  0.35
H  -1.00659  -0.84540  -0.01382  0.21

The calculation puts the frontier orbital gap at 0.3206 Ha. Its spin multiplicity is 1. As for the highest occupied orbital energy: -9.929 eV. The energy relative to the best compared isomer or geometry (same formula, charge and spin) comes out at 269.6 kJ/mol. The calculation puts the molar mass at 154.94 g mol⁻¹. For the total energy, the calculation gives -391.614478 Ha. As for the LUMO energy: -0.0443 Eh.

***

CH2IN | ωB97M-V/def2-TZVPD

Each line ends with the Mulliken charge.
Cartesian coordinates (Å):
C  -0.23134  -0.38267  0.07804  -0.23
N  -1.22131  0.32092  -0.05918  -0.39
I  2.83999  0.19923  -0.01755  0.03
H  -0.25309  -1.41170  0.01211  0.33
H  -1.13425  1.27423  -0.01342  0.27

The calculation puts the frontier orbital gap (alpha / beta) at 0.3146 / 0.2368 Ha. As for the expectation value of S²: 2.006. Its spin multiplicity is 3. As for the highest occupied orbital energy (alpha / beta): -7.641 / -9.816 eV. The energy relative to the best compared isomer or geometry (same formula, charge and spin) comes out at 59.1 kJ/mol. The calculation puts the molar mass at 154.94 g mol⁻¹. For the total energy, the calculation gives -391.618912 Ha. As for the LUMO energy (alpha / beta): 0.0338 / -0.1240 Eh.

***

CH2IN2PS | ωB97M-V/def2-TZVPD

Each line ends with the Mulliken charge.
Cartesian coordinates (Å):
C  -0.62681  -2.34893  2.43765  0.44
N  -1.25744  -1.40192  1.97039  -0.45
N  -1.42590  -1.06646  0.12674  -0.27
P  0.03448  -0.41275  -0.03662  0.23
S  -0.21805  -3.33545  3.51783  -0.37
I  1.97242  -1.80366  0.28162  0.12
H  0.02848  0.73772  0.75750  0.17
H  0.11350  -0.03949  -1.33041  0.12

The calculation puts the frontier orbital gap (alpha / beta) at 0.2417 / 0.2182 Ha. As for the expectation value of S²: 2.023. Its spin multiplicity is 3. As for the highest occupied orbital energy (alpha / beta): -7.428 / -8.610 eV. The energy relative to the best compared isomer or geometry (same formula, charge and spin) comes out at 235.9 kJ/mol. The calculation puts the molar mass at 231.99 g mol⁻¹. For the total energy, the calculation gives -1185.847784 Ha. As for the LUMO energy (alpha / beta): -0.0313 / -0.0982 Eh.

***

CH2INO2 | ωB97M-V/def2-TZVPD

Each line ends with the Mulliken charge.
Cartesian coordinates (Å):
C  1.96432  -0.47412  -1.30567  0.28
N  0.60149  -0.15304  0.38300  -0.33
O  1.68075  -0.70445  -2.42181  -0.34
O  -0.57746  0.24420  -0.09961  -0.30
I  3.79818  -0.28524  -0.36146  0.09
H  0.42098  -1.18580  0.61078  0.25
H  -0.42358  1.14130  -0.05799  0.34

The calculation puts the frontier orbital gap (alpha / beta) at 0.3001 / 0.2938 Ha. Its spin multiplicity is 1. As for the highest occupied orbital energy (alpha / beta): -8.815 / -8.247 eV. The energy relative to the best compared isomer or geometry (same formula, charge and spin) comes out at 376.1 kJ/mol. The calculation puts the molar mass at 186.94 g mol⁻¹. For the total energy, the calculation gives -542.083221 Ha. As for the LUMO energy (alpha / beta): -0.0239 / -0.0093 Eh.

***

CH2INO2 | ωB97M-V/def2-TZVPD

Each line ends with the Mulliken charge.
Cartesian coordinates (Å):
C  -2.29631  0.83242  1.24144  0.18
N  0.97184  -0.44148  0.04542  -0.43
O  -2.84483  0.61313  2.24892  -0.26
O  -0.23423  0.10027  -0.02806  -0.25
I  -3.08336  1.50659  -0.62316  0.06
H  0.77461  -1.33750  -0.21377  0.25
H  0.01666  1.03236  0.28837  0.44

The calculation puts the frontier orbital gap (alpha / beta) at 0.2788 / 0.3312 Ha. Its spin multiplicity is 1. As for the highest occupied orbital energy (alpha / beta): -9.183 / -8.690 eV. The energy relative to the best compared isomer or geometry (same formula, charge and spin) comes out at 422.8 kJ/mol. The calculation puts the molar mass at 186.94 g mol⁻¹. For the total energy, the calculation gives -542.065445 Ha. As for the LUMO energy (alpha / beta): -0.0587 / 0.0118 Eh.

***

CH2INS2 | ωB97M-V/def2-TZVPD

Each line ends with the Mulliken charge.
Cartesian coordinates (Å):
C  -0.44220  -0.34221  0.39060  0.31
N  1.27894  0.45098  -0.90767  -0.67
S  -0.87538  -1.77667  -0.13571  -0.19
S  -0.36027  0.78070  1.62073  -0.12
I  1.27152  -0.75114  -2.40019  0.20
H  0.52437  1.17063  -1.07259  0.30
H  -1.39698  0.46772  2.50482  0.17

The calculation puts the frontier orbital gap (alpha / beta) at 0.2782 / 0.2784 Ha. Its spin multiplicity is 1. As for the highest occupied orbital energy (alpha / beta): -8.389 / -8.396 eV. The energy relative to the best compared isomer or geometry (same formula, charge and spin) comes out at 194.7 kJ/mol. The calculation puts the molar mass at 219.07 g mol⁻¹. For the total energy, the calculation gives -1187.983768 Ha. As for the LUMO energy (alpha / beta): -0.0301 / -0.0301 Eh.

***

CH2IP | ωB97M-V/def2-TZVPD

Each line ends with the Mulliken charge.
Cartesian coordinates (Å):
C  0.10035  0.39010  0.65469  -0.50
P  -0.03296  -0.10485  -0.91116  -0.10
I  -0.76478  -2.09498  -1.93991  -0.04
H  0.17826  1.37822  0.53795  0.27
H  0.51913  0.43151  1.65843  0.37

As for the SMILES: C=PI. The calculation puts the frontier orbital gap at 0.3065 Ha. Its spin multiplicity is 1. As for the highest occupied orbital energy: -8.806 eV. The energy relative to the best compared isomer or geometry (same formula, charge and spin) comes out at 135.9 kJ/mol. The calculation puts the molar mass at 171.91 g mol⁻¹. For the total energy, the calculation gives -678.264997 Ha. As for the LUMO energy: -0.0171 Eh.

***

CH2IP | ωB97M-V/def2-TZVPD

Each line ends with the Mulliken charge.
Cartesian coordinates (Å):
C  -0.35130  0.47474  0.63194  -0.45
P  1.26914  0.49453  0.66761  -0.09
I  1.03821  -1.95230  -2.59457  -0.01
H  -0.98765  1.29114  0.82505  0.24
H  -0.96840  -0.30812  0.46997  0.31

The calculation puts the frontier orbital gap (alpha / beta) at 0.3107 / 0.2436 Ha. As for the expectation value of S²: 2.011. Its spin multiplicity is 3. As for the highest occupied orbital energy (alpha / beta): -8.312 / -9.926 eV. The energy relative to the best compared isomer or geometry (same formula, charge and spin) comes out at 18.5 kJ/mol. The calculation puts the molar mass at 171.91 g mol⁻¹. For the total energy, the calculation gives -678.231144 Ha. As for the LUMO energy (alpha / beta): 0.0052 / -0.1212 Eh.

***

CH2N2O2 | ωB97M-V/def2-TZVPD

Each line ends with the Mulliken charge.
Cartesian coordinates (Å):
H  -1.05475  0.89573  0.83107  0.23
N  -1.21392  -0.04379  0.47218  -0.14
N  -2.39307  -0.15632  0.10875  -0.33
H  -2.55108  -1.19360  0.01075  0.25
O  2.10605  1.27010  -0.49132  -0.36
C  2.42533  0.17014  -0.47048  0.69
O  2.68144  -0.94226  -0.46095  -0.34

As for the SMILES: [H]/N=N/[H].O=C=O. The calculation puts the frontier orbital gap at 0.3731 Ha. Its spin multiplicity is 1. As for the highest occupied orbital energy: -9.571 eV. The energy relative to the best compared isomer or geometry (same formula, charge and spin) comes out at 173.7 kJ/mol. The calculation puts the molar mass at 74.04 g mol⁻¹. For the total energy, the calculation gives -299.270684 Ha. As for the LUMO energy: 0.0213 Eh.

***

CH2N2O2 | ωB97M-V/def2-TZVPD

Each line ends with the Mulliken charge.
Cartesian coordinates (Å):
C  -0.42003  0.98637  -0.92459  -0.04
N  0.64307  0.44239  -1.01491  -0.38
N  0.66772  -1.15649  1.13002  0.82
O  1.57302  -1.87982  1.28428  -0.43
O  -0.43727  -0.86844  1.35838  -0.42
H  -0.97960  1.68550  -1.73618  0.22
H  -1.04691  0.79049  -0.09700  0.23

The calculation puts the frontier orbital gap (alpha / beta) at 0.3494 / 0.3163 Ha. Its spin multiplicity is 1. As for the highest occupied orbital energy (alpha / beta): -9.724 / -9.132 eV. The energy relative to the best compared isomer or geometry (same formula, charge and spin) comes out at 693.8 kJ/mol. The calculation puts the molar mass at 74.04 g mol⁻¹. For the total energy, the calculation gives -299.072613 Ha. As for the LUMO energy (alpha / beta): -0.0079 / -0.0193 Eh.

***

Question: Which of these has the highest energy relative to the best compared isomer or geometry (same formula, charge and spin)?
Answer: number 12

***

Repeat the fifth record exactly.
CH2IN2PS | ωB97M-V/def2-TZVPD

Each line ends with the Mulliken charge.
Cartesian coordinates (Å):
C  -0.62681  -2.34893  2.43765  0.44
N  -1.25744  -1.40192  1.97039  -0.45
N  -1.42590  -1.06646  0.12674  -0.27
P  0.03448  -0.41275  -0.03662  0.23
S  -0.21805  -3.33545  3.51783  -0.37
I  1.97242  -1.80366  0.28162  0.12
H  0.02848  0.73772  0.75750  0.17
H  0.11350  -0.03949  -1.33041  0.12

The calculation puts the frontier orbital gap (alpha / beta) at 0.2417 / 0.2182 Ha. As for the expectation value of S²: 2.023. Its spin multiplicity is 3. As for the highest occupied orbital energy (alpha / beta): -7.428 / -8.610 eV. The energy relative to the best compared isomer or geometry (same formula, charge and spin) comes out at 235.9 kJ/mol. The calculation puts the molar mass at 231.99 g mol⁻¹. For the total energy, the calculation gives -1185.847784 Ha. As for the LUMO energy (alpha / beta): -0.0313 / -0.0982 Eh.

***

Question: The lowest energy relative to the best compared isomer or geometry (same formula, charge and spin) belongs to which entry?
Answer: number 10